# C3H8N2O2S

A 2-piece molecular cluster, C3H8N2O2S overall (wB97M-V/def2-TZVPD, OMol25).

Each line ends with the Mulliken charge.
Cartesian coordinates (Å):
C1 0.750 -1.067 -0.218  0.3650
C2 -1.241 2.043 0.061  -0.5536
H1 1.094 0.978 -0.204  0.2803
S1 -1.606 -2.168 0.268  -0.1830
N1 1.974 -1.412 -0.050  -0.5223
H2 -2.473 2.357 -0.064  0.2455
H3 3.671 -0.415 -0.008  0.3175
H4 -0.284 0.427 1.225  0.2141
H5 0.216 -3.132 -0.494  0.3665
H6 -2.442 -1.378 -0.470  0.1490
O1 -1.006 0.755 -0.715  -0.3245
N2 -0.232 -2.032 -0.653  -0.2935
O2 2.758 -0.225 0.126  -0.3923
H7 -0.896 2.129 1.544  0.2482
C3 0.148 0.287 0.168  -0.1644
H8 -0.432 2.852 -0.516  0.2474

Values from the calculation:
molar mass	136.18	g mol⁻¹
HOMO-LUMO gap	9.5853	eV
E_HOMO	-9.0	eV
DFT total energy	-21143.691	eV